159
Properties=species:S:1:pos:R:3:forces:R:3 method="wB97M-V/def2-TZVPD" fmax_ha_per_bohr=0.0727 orbital_gap_ha="0.34798 / 0.16152" charge=+1 multiplicity=2 e_tot_ha=-2842.04041 s_squared=0.7550 e_lumo_ev="-1.96 / -7.03"
O -5.592 -3.456 3.508 -0.4 -0.2 0.5
O -4.346 5.350 0.665 -0.7 -0.2 0.2
O -1.037 -5.495 2.063 -0.2 -0.2 -1.0
O -6.675 1.326 1.616 0.0 1.2 0.3
O -4.386 1.237 5.632 -0.9 -0.4 1.0
O 1.984 3.610 -0.660 -1.0 -1.1 2.9
O 0.928 -3.546 2.856 -1.0 0.1 -1.0
O -7.109 0.190 -2.745 -0.5 -0.3 0.3
O 0.850 4.007 -5.326 0.8 0.6 -1.2
O 0.762 -0.909 3.355 -1.6 -0.5 -0.3
O 5.539 1.215 5.020 -0.2 -0.2 1.7
O 5.666 -0.039 -1.751 -0.4 0.0 0.1
O 6.062 -2.756 -2.660 0.7 0.3 1.1
O -0.097 -2.672 -6.903 0.7 0.0 0.6
O 4.565 0.765 -4.235 -1.5 0.8 -0.8
O 3.174 2.846 4.012 -0.2 0.1 -0.7
O 7.382 -1.849 2.431 -0.9 0.0 0.1
O 1.170 1.330 0.988 -1.2 -3.3 0.3
O -3.352 1.070 -5.014 0.2 -0.6 1.0
N 0.674 0.110 0.381 0.5 3.2 -1.9
C 2.380 0.248 -1.544 0.2 0.8 1.3
C -4.993 -0.836 -2.578 1.0 -0.5 1.2
C 1.149 -1.851 -1.107 -1.3 0.3 -0.4
C -6.159 -0.567 -3.453 0.4 0.7 -1.1
C 3.114 3.294 2.661 -0.2 -0.2 0.1
C -0.167 3.811 -4.414 -0.1 0.1 1.4
C 6.423 0.573 -0.743 -0.1 0.7 1.2
C -5.954 -3.029 2.236 0.1 0.4 -1.4
C 5.369 0.251 -5.289 0.6 -0.8 1.4
C 1.340 -0.008 4.262 2.1 0.3 -0.3
C -0.741 0.167 -0.044 -2.7 -1.2 1.1
C -3.822 2.143 -4.172 -0.2 0.0 -1.8
C -4.010 2.308 4.831 0.9 0.0 -1.1
C 5.425 0.314 3.957 0.3 1.2 -1.5
C 2.387 3.957 -1.909 0.6 0.5 -2.2
C 4.925 -3.198 -3.310 -1.2 -1.1 -1.1
C 1.707 -0.578 -0.427 0.2 -2.7 0.3
C -5.823 1.335 0.458 -1.3 -1.3 1.1
C -2.170 -4.787 2.502 0.5 0.2 1.4
C -2.197 -4.826 4.035 -1.5 -0.5 -0.4
C -3.355 4.420 0.318 0.2 0.3 -0.9
C -1.191 -1.170 -0.729 0.4 0.3 -0.4
C -1.751 0.282 1.179 0.9 0.9 -0.2
C -2.378 5.122 -0.643 0.0 -0.5 0.7
C -4.943 -2.019 1.726 0.3 -0.2 -1.0
C 2.094 -5.274 4.019 0.6 0.6 0.1
C -0.752 5.167 -4.034 0.1 -0.7 -0.1
C -1.089 1.365 -0.986 2.0 0.2 0.2
C -0.598 -1.845 -5.854 -0.2 0.5 -0.9
C 6.245 -2.681 2.184 0.0 -0.2 -0.5
C -0.226 -1.619 -1.791 1.8 -0.8 0.7
C -3.063 1.721 3.772 0.0 0.6 0.4
C 2.027 -3.779 3.657 0.9 -1.8 1.1
C 2.757 -1.183 0.544 0.0 1.3 -0.2
H -1.333 -1.935 0.034 0.2 -0.1 0.0
H 6.373 -3.528 -2.182 0.5 0.2 0.2
H -4.697 1.902 -3.568 0.2 -0.6 0.2
H -6.942 -2.584 2.124 -0.4 0.2 0.7
H 6.380 0.079 0.228 0.3 -0.9 -0.1
H 5.613 -0.737 -4.897 0.8 -0.3 -0.7
H 8.087 -2.292 2.909 -0.2 -0.3 0.0
H -3.076 -5.194 2.053 0.1 -0.2 0.1
H -3.543 1.170 -5.949 -0.3 0.5 0.2
H -1.307 -4.415 4.512 -0.1 0.0 -0.2
H -0.944 2.349 -0.538 -0.4 -0.1 0.5
H -0.289 -4.902 2.167 0.4 0.1 0.2
H -2.143 6.079 -0.176 0.5 -0.2 0.1
H 1.751 -0.592 5.085 -0.3 0.1 0.2
H -1.799 -0.560 1.869 0.3 -0.1 -0.2
H -1.524 1.190 1.739 0.0 -0.1 0.1
H -1.565 5.001 -3.326 -0.2 0.1 -0.3
H -5.571 -2.656 4.038 0.1 -0.1 0.5
H -2.981 2.479 -3.566 -0.2 0.2 0.0
H -1.066 5.685 -4.940 -0.2 0.2 0.2
H 2.953 -5.434 4.670 0.2 0.0 0.0
H 2.293 -1.909 1.210 0.2 -0.2 -0.2
H -0.404 -2.607 -2.215 -0.8 0.2 -0.2
H 6.372 0.143 3.446 0.1 -0.5 0.3
H -1.135 -1.031 -6.340 -0.8 -0.1 0.3
H 6.255 0.879 -5.382 0.1 -0.2 -0.4
H -6.050 -3.876 1.557 0.6 -0.3 0.2
H -2.387 -5.847 4.366 0.5 -0.2 0.0
H 3.504 4.308 2.568 0.1 0.0 -0.1
H 0.560 -2.696 3.106 -0.1 0.4 0.0
H -7.452 -0.467 -2.134 -0.6 0.4 0.5
H 6.047 -3.545 2.818 0.8 0.0 0.4
H -4.112 -1.274 -3.046 -0.2 -0.1 -0.3
H -3.114 -4.329 4.351 0.1 0.5 0.3
H -2.878 4.038 1.220 0.4 0.4 0.1
H -5.073 -1.837 0.659 -0.4 0.3 -0.1
H 1.666 0.812 -2.144 0.2 0.0 0.0
H -5.880 0.056 -4.303 0.1 -0.2 -0.2
H 2.087 3.281 2.297 -0.3 0.2 0.3
H 3.408 4.339 -1.896 0.1 0.1 -0.2
H -2.496 2.506 3.272 -0.2 0.0 -0.5
H -6.238 0.471 -0.062 0.8 0.2 -1.1
H 2.197 0.351 3.692 0.4 0.6 0.6
H 0.778 -0.519 2.478 -0.1 0.1 0.2
H 2.300 -5.834 3.106 -0.5 -0.3 0.1
H -6.580 -1.506 -3.812 -0.1 0.0 -0.2
H 0.000 5.740 -3.492 0.1 0.2 -0.3
H 5.195 -3.793 -4.182 0.0 0.4 -0.6
H -3.519 3.108 5.386 0.2 0.0 0.2
H -3.927 -2.414 1.746 0.1 0.0 0.6
H 0.281 3.424 -3.499 -0.1 -0.5 0.4
H -2.137 -3.730 2.238 0.2 0.3 -0.5
H -0.769 -3.282 -7.214 -0.2 0.1 0.2
H 6.299 -3.049 1.159 0.0 -0.1 -0.1
H 5.933 1.493 -0.423 0.1 0.5 -0.8
H 5.295 -2.151 2.262 0.2 0.8 0.0
H 1.380 3.225 -5.493 -0.2 -0.2 0.1
H 2.967 -0.435 -2.159 -0.3 0.1 0.0
H 1.093 -2.681 -0.403 -0.3 0.1 0.2
H -2.736 0.435 0.738 0.1 -0.2 0.0
H 4.840 0.870 3.225 -0.5 -0.6 -0.8
H -5.975 2.265 -0.091 0.0 -0.2 0.1
H -4.658 0.043 -2.027 0.0 0.4 -0.3
H -0.086 -0.892 -2.591 -0.3 0.0 -0.1
H -5.007 -1.067 2.251 0.1 0.0 0.1
H -5.056 5.133 0.056 -0.4 0.5 0.2
H -0.312 1.365 -1.750 -0.5 -0.1 -0.6
H 0.793 0.869 4.609 -0.6 -0.3 -0.1
H -1.165 -2.392 -5.100 -0.2 0.1 -0.1
H 0.176 -1.274 -5.341 0.7 -0.6 -0.1
H -3.615 0.972 6.140 0.0 -0.1 0.1
H 1.706 4.701 -2.323 0.2 0.1 -0.3
H 7.462 0.752 -1.018 -0.1 0.0 -0.1
H -4.786 1.170 0.748 0.2 0.2 -0.2
H 3.484 -1.591 -0.159 0.2 -0.4 0.5
H -6.462 0.610 2.218 0.2 -0.1 -0.2
H -2.746 5.405 -1.629 -0.5 -0.4 0.1
H -3.597 1.044 3.105 -0.1 0.3 -0.3
H 1.230 -5.616 4.588 -0.2 -0.1 -0.5
H 1.992 -3.227 4.596 0.0 0.4 -0.1
H -5.318 -1.497 -1.775 0.1 -0.4 0.1
H 2.361 3.061 -2.529 0.1 0.1 -0.1
H -2.164 -1.012 -1.196 -0.2 0.3 0.3
H -0.923 3.092 -4.729 -0.2 0.0 -0.3
H 4.279 -2.361 -3.578 0.1 0.0 -0.1
H 5.963 2.042 4.781 0.2 -0.2 -0.3
H -1.522 4.458 -0.765 0.4 0.4 -0.1
H 5.794 -0.989 -1.694 0.2 -0.5 -0.4
H 3.112 0.873 -1.032 -0.1 0.6 -0.4
H 1.833 -2.198 -1.881 0.3 0.3 0.2
H 1.278 1.978 0.288 0.4 1.0 -1.2
H 3.910 2.232 4.064 0.0 0.0 0.5
H -4.191 2.905 -4.859 0.3 0.6 0.4
H -2.322 1.090 4.262 0.1 0.0 0.2
H 4.899 0.078 -6.257 -0.6 0.6 0.3
H 4.915 -0.615 4.214 0.2 0.2 0.4
H -2.095 1.263 -1.393 0.2 -0.2 0.1
H 2.018 4.383 -0.092 -0.1 0.0 0.2
H -3.840 3.541 -0.106 0.1 -0.2 -0.4
H 2.955 -3.582 3.120 0.2 0.5 0.0
H 5.002 0.583 -3.400 0.4 -0.1 0.2
H 4.348 -3.935 -2.752 -0.2 0.3 0.6
H 3.224 -0.394 1.134 0.2 0.0 0.0
H 3.632 2.621 1.977 0.4 0.0 0.0
H -4.887 2.778 4.386 -0.1 -0.3 0.0

---

16
Properties=species:S:1:pos:R:3:forces:R:3 method="wB97M-V/def2-TZVPD" fmax_ha_per_bohr=0.1701 orbital_gap_ha=0.35588 e_above_lowest_kcal_mol=66.4 e_tot_ha=-437.24153 e_lumo_ev=0.23 smiles="O=CNCO.O.O"
O -1.970 0.630 1.023 2.4 1.5 0.7
O 1.656 1.950 0.302 -2.8 -7.8 -3.0
O 1.870 -1.707 1.680 0.5 0.1 0.6
O 0.032 -1.550 -1.655 2.1 -2.1 1.1
N -0.754 0.547 -0.903 -3.0 -1.6 5.5
C -0.981 1.116 0.474 -3.2 -3.3 -4.2
C -1.091 -0.867 -1.157 -0.8 0.4 -2.6
H -1.491 -1.367 -0.257 -0.2 0.7 -0.6
H -0.340 1.970 0.633 -0.2 0.1 0.7
H -0.124 0.964 -1.457 2.9 1.5 -2.4
H 2.441 -1.488 2.431 -0.2 -0.5 0.0
H 2.217 1.547 -0.347 0.9 0.8 -0.1
H 1.802 2.695 0.690 2.6 7.1 3.0
H 1.927 -0.887 1.197 -0.3 0.4 -0.6
H -1.727 -0.985 -2.163 0.2 0.7 2.7
H 0.300 -2.355 -1.109 -0.7 1.9 -0.8

---

103
Properties=species:S:1:pos:R:3:forces:R:3 method="wB97M-V/def2-TZVPD" fmax_ha_per_bohr=0.0733 orbital_gap_ha=0.30248 e_tot_ha=-11340.07773 e_lumo_ev=-0.74
I -2.258 -2.639 -3.661 0.5 -0.6 -2.1
Cl -0.748 -0.432 7.332 0.0 -0.1 -0.1
Cl -3.725 8.511 -2.307 -0.2 0.2 0.0
Cl -4.944 6.541 -4.054 0.0 0.1 0.1
Cl -3.219 -9.429 -0.643 0.0 0.1 0.0
Cl -5.604 -7.815 -0.255 0.1 0.0 0.0
Cl 0.508 -7.348 7.376 0.0 0.1 0.0
Cl -0.515 -4.673 7.865 -0.1 -0.2 0.2
Cl 1.604 -5.745 9.537 0.0 0.0 -0.1
Cl -2.023 -1.831 -0.989 2.5 2.7 0.9
Cl 1.223 -2.281 6.264 0.0 0.1 -0.1
Cl -6.453 -2.861 1.530 0.1 0.0 0.1
Cl -8.001 4.301 0.915 0.1 -0.1 0.0
Cl -3.829 -8.344 1.984 0.0 0.0 -0.1
Cl -3.741 -2.785 0.470 -1.5 -0.8 1.6
Cl -5.255 9.373 -4.624 0.0 0.0 0.1
Cl -4.488 -4.812 2.418 0.0 0.1 0.0
Cl -0.850 -1.210 4.530 0.0 -0.1 0.0
Cl -5.824 5.631 -0.477 0.0 -0.1 0.0
Cl -5.245 3.715 1.628 0.0 0.0 -0.1
P 3.087 1.804 1.780 -0.1 1.1 1.7
F 0.787 -0.032 -6.836 0.8 -1.1 0.2
F 2.816 -0.777 -6.275 -1.6 -0.1 -0.2
F 1.615 -1.884 -7.739 -0.3 0.9 1.4
O 4.550 1.350 1.173 -2.2 0.6 0.6
O 2.848 3.280 1.797 0.3 -1.3 -1.0
O -2.779 4.469 -0.970 1.6 -0.1 -0.2
O 0.378 -3.163 -1.098 0.3 0.7 -1.4
O 0.987 -4.042 -3.108 -0.6 0.3 -0.3
O 3.098 1.302 3.387 -0.2 0.6 -2.3
C -4.744 -3.146 1.886 -0.2 -0.2 -0.2
C 0.251 -1.101 -4.314 0.1 0.1 -0.5
C 1.513 -1.161 -6.565 0.6 -0.5 0.0
C 1.955 1.536 5.555 -0.5 0.6 -1.4
C -6.346 4.141 0.313 0.0 0.1 0.0
C 0.653 -1.758 -0.763 -0.1 0.0 -0.1
C 3.054 -2.708 -0.784 0.9 0.7 -0.6
C -2.054 0.948 -2.111 0.7 1.0 -0.5
C 2.700 -0.576 -2.069 1.3 -2.2 1.1
C -0.476 -1.057 -1.659 0.7 -0.7 -0.6
C -0.454 -1.735 6.174 0.1 0.1 0.1
C 4.948 2.129 0.019 1.6 -0.2 -1.5
C -2.122 2.517 -2.399 -0.6 -1.1 1.6
C 6.445 2.630 0.205 -0.6 -0.8 -0.4
C -3.928 -8.072 0.240 -0.1 0.0 0.0
C -0.275 -1.852 -3.043 -0.5 -0.2 0.2
C -2.050 3.225 -0.978 -0.5 -0.3 0.0
C 1.648 -0.665 1.451 -0.5 0.3 0.6
C 0.913 -5.715 7.913 0.1 -0.1 0.0
C 4.991 -1.739 -2.026 -2.1 0.1 0.7
C 4.111 -0.670 -2.434 -0.3 -0.5 0.2
C 2.151 -1.632 -1.237 1.9 0.4 -0.2
C 1.665 0.865 1.016 0.1 -0.9 0.6
C -0.595 0.503 -1.650 -1.7 -0.4 0.6
C 0.911 -2.028 -5.398 -0.3 0.7 -1.0
C -1.851 5.502 -1.357 0.1 0.1 0.0
C 0.434 -3.165 -2.531 0.2 0.5 1.4
C 4.452 -2.785 -1.153 -1.1 2.0 -1.0
C -5.104 8.154 -3.354 0.0 0.0 -0.1
C 2.319 2.251 4.178 -0.4 -0.6 1.9
C 0.476 -1.489 0.782 0.8 -0.1 0.4
H -2.410 6.448 -1.591 0.6 -1.1 0.3
H 0.180 1.035 -2.253 -0.5 -0.6 0.4
H 1.328 2.485 3.703 1.2 0.1 0.2
H 1.407 -0.647 2.554 0.3 -0.1 -1.1
H 2.650 -1.154 1.371 -0.9 0.4 -0.2
H 6.051 -1.739 -2.381 -1.1 -0.1 0.5
H -0.987 3.352 -0.633 -0.8 0.1 -0.3
H 2.771 0.864 5.908 -0.7 0.7 -0.2
H -3.166 2.704 -2.774 1.1 0.1 0.0
H 2.068 0.267 -2.412 0.7 -0.7 0.3
H 6.992 2.404 -0.755 -0.5 0.5 0.9
H 0.088 -2.625 -5.879 1.0 0.2 0.6
H -3.361 -7.177 0.002 -0.1 -0.1 0.0
H 2.926 3.166 4.378 -0.6 -0.7 -0.5
H 5.131 -3.598 -0.807 -0.9 0.7 -0.2
H 6.917 1.968 0.978 -0.4 0.9 -0.5
H 1.010 0.964 5.337 1.1 0.3 0.6
H 2.672 -3.523 -0.121 0.1 0.9 -0.8
H -2.553 2.593 -0.189 0.4 0.4 -0.9
H -6.326 3.342 -0.420 0.0 0.1 0.1
H 1.605 0.992 -0.092 0.3 0.1 0.9
H -1.110 5.661 -0.524 -0.7 0.1 -0.7
H 0.737 1.314 1.478 1.0 -0.1 -0.6
H 1.753 -2.659 -5.030 -0.9 0.4 -0.2
H -1.326 2.859 -3.102 -0.8 -0.2 0.4
H 4.529 0.123 -3.100 -0.4 -0.7 0.6
H -6.005 8.177 -2.749 0.1 0.0 -0.1
H 1.654 -5.306 7.234 -0.1 0.0 0.1
H 6.518 3.716 0.442 0.0 -0.9 0.0
H 0.408 -2.486 1.302 0.1 0.9 -0.6
H -1.277 5.148 -2.255 -0.5 0.6 0.6
H 0.951 -0.256 -4.104 -0.5 -0.8 0.3
H -2.793 0.778 -1.282 0.7 -0.2 -1.0
H 4.979 1.420 -0.853 -0.3 0.5 0.9
H -2.346 0.376 -3.030 0.1 0.5 0.9
H 4.243 2.948 -0.261 0.5 -0.6 0.7
H -1.098 -2.569 6.429 0.1 0.1 -0.1
H -0.472 -0.947 1.037 0.7 -0.5 -0.6
H -4.448 -2.481 2.691 0.0 -0.1 -0.1
H -0.526 0.819 -0.572 0.3 -0.2 -1.1
H 1.698 2.359 6.269 0.3 -0.9 -0.3
H -0.651 -0.637 -4.803 1.0 -0.3 0.6

---

10
Properties=species:S:1:pos:R:3:forces:R:3 method="wB97M-V/def2-TZVPD" fmax_ha_per_bohr=0.0919 orbital_gap_ha=0.35093 e_above_lowest_kcal_mol=52.5 e_tot_ha=-429.73204 e_lumo_ev=0.26 smiles="NN=C=O.O=NO"
O 0.073 -2.217 0.491 -3.0 0.7 -0.1
O -1.881 -1.849 1.304 0.8 -0.2 1.0
O 1.687 -0.484 0.938 0.3 -0.9 0.1
N -1.005 -1.689 0.307 2.3 -1.0 -1.2
N 0.736 1.539 1.674 0.8 -2.5 -1.0
N 0.111 2.438 2.521 -0.9 -0.5 -0.6
C 1.068 0.376 1.414 -0.3 4.6 0.9
H 0.044 3.303 1.995 -0.2 -0.1 -0.1
H 0.710 2.629 3.287 0.7 0.0 0.9
H -1.304 -2.246 2.003 -0.6 -0.2 0.1